Record 1
The following is a DFT calculation (the ωB97M-V functional and the def2-TZVPD basis) of a molecular structure, C14H29BrF4N2O2SSi2 in a non-equilibrium geometry.

Geometry as XYZ:
```
55
Properties=species:S:1:pos:R:3:lowdin_charge:R:1
C -6.620 0.270 0.768 -0.094
C -6.155 1.121 2.010 -0.322
C -4.721 1.722 1.857 -0.846
Br -4.563 3.303 2.991 0.814
S -3.384 0.468 2.169 1.160
C -3.093 -0.311 0.524 -0.270
C -2.203 -1.621 0.534 -0.064
C -2.388 -2.536 1.764 -0.603
F -1.527 -2.172 2.753 0.116
F -3.659 -2.662 2.186 0.135
F -1.997 -3.787 1.388 0.127
C -1.869 1.446 2.731 -0.570
O -1.553 2.438 2.208 0.171
N -1.076 1.003 3.857 0.162
C -1.867 0.956 5.071 -0.521
O -2.041 1.926 5.674 0.225
F -2.375 -0.215 5.526 0.123
H -6.666 0.879 -0.161 0.093
H -6.057 -0.678 0.652 0.063
H -7.671 -0.027 0.998 0.090
H -6.324 0.592 2.973 0.121
H -6.846 1.997 2.029 0.104
H -4.609 2.012 0.785 0.093
H -2.545 0.449 -0.087 0.119
H -4.044 -0.522 -0.003 0.096
H -1.127 -1.385 0.383 0.125
H -2.516 -2.223 -0.350 0.152
H -0.705 0.052 3.721 0.146
C 3.663 -0.453 -5.280 -0.215
Si 4.158 -0.369 -3.457 0.203
C 5.576 0.867 -3.328 -0.205
C 4.816 -2.075 -2.990 -0.207
N 2.787 0.090 -2.553 -0.250
Si 2.816 0.273 -0.870 0.186
C 4.001 1.620 -0.290 -0.202
C 3.236 -1.324 0.044 -0.207
C 1.082 0.786 -0.306 -0.215
H 4.522 -0.743 -5.896 0.010
H 2.870 -1.188 -5.431 0.010
H 3.309 0.521 -5.627 0.012
H 6.337 0.656 -4.089 0.013
H 6.068 0.817 -2.355 0.003
H 5.217 1.887 -3.486 0.020
H 4.005 -2.806 -2.951 0.018
H 5.322 -2.062 -2.023 0.002
H 5.544 -2.419 -3.734 0.013
H 5.041 1.304 -0.378 0.007
H 3.822 1.859 0.766 0.009
H 3.862 2.535 -0.869 0.023
H 2.643 -2.158 -0.340 0.016
H 3.019 -1.222 1.116 0.004
H 4.293 -1.575 -0.050 0.007
H 0.335 0.031 -0.576 -0.014
H 0.799 1.729 -0.781 0.019
H 1.056 0.925 0.784 -0.001
```

Properties
HOMO level (hartree): -0.1942
Energy (eV): -129564.137
Charge: 0
Kohn-Sham gap (eV): 2.3

---

Record 2
The following is a DFT calculation (the ωB97M-V functional and the def2-TZVPD basis) of C17H27NO in the gas phase.

Geometry as XYZ:
```
46
Properties=species:S:1:pos:R:3:lowdin_charge:R:1
C -0.316 -2.538 -0.474 -0.030
C -0.966 -1.192 -0.373 -0.188
C -2.301 -1.053 -0.053 0.005
C -2.925 0.190 0.051 -0.184
C -4.403 0.258 0.403 -0.562
C -4.929 1.695 0.458 -0.069
C -4.621 -0.384 1.780 -0.046
C -5.208 -0.503 -0.659 -0.046
C -2.144 1.311 -0.177 -0.027
C -0.800 1.203 -0.502 -0.008
C -0.199 -0.040 -0.607 -0.226
O 1.112 -0.254 -0.929 -0.070
C 1.943 0.859 -1.175 -0.176
C 3.347 0.346 -1.562 -0.159
N 4.239 0.008 -0.486 -0.169
C 3.792 -1.040 0.433 -0.177
C 3.942 -0.462 1.841 -0.169
C 5.080 0.538 1.655 -0.175
C 4.763 1.128 0.284 -0.201
H 0.205 -2.633 -1.425 0.085
H 0.425 -2.658 0.317 0.082
H -1.053 -3.332 -0.387 0.077
H -2.870 -1.954 0.121 0.112
H -4.410 2.272 1.220 0.084
H -4.814 2.190 -0.504 0.084
H -5.988 1.685 0.707 0.083
H -4.321 -1.428 1.781 0.075
H -4.038 0.139 2.535 0.090
H -5.672 -0.331 2.057 0.082
H -4.922 -1.551 -0.698 0.075
H -5.039 -0.068 -1.642 0.090
H -6.272 -0.449 -0.435 0.082
H -2.564 2.301 -0.110 0.100
H -0.235 2.107 -0.672 0.103
H 2.000 1.495 -0.281 0.122
H 1.537 1.456 -2.002 0.129
H 3.211 -0.545 -2.181 0.128
H 3.840 1.113 -2.166 0.122
H 2.769 -1.350 0.218 0.099
H 4.451 -1.909 0.306 0.115
H 4.162 -1.224 2.585 0.106
H 3.029 0.059 2.136 0.110
H 5.119 1.296 2.435 0.107
H 6.034 0.013 1.622 0.111
H 4.032 1.945 0.388 0.109
H 5.648 1.531 -0.217 0.115
```

Properties
HOMO level (hartree): -0.2966
Energy (eV): -21604.704
Energy above the lowest of the compared OMol25 structures with the same formula, charge and spin (kcal/mol): 10.2
SMILES string: Cc1cc(C(C)(C)C)ccc1OCCN1CCCC1
Charge: 0
Kohn-Sham gap (eV): 8.9

---

Record 3
The following is a DFT calculation (the ωB97M-V functional and the def2-TZVPD basis) of a molecular structure, C44H28AsF6N10O2Ta.

Geometry as XYZ:
```
92
Properties=species:S:1:pos:R:3:lowdin_charge:R:1
Ta 0.185 -0.081 -0.788 2.003
C 4.660 0.962 -5.649 -0.039
C 3.767 1.957 -6.047 -0.036
C 2.497 2.054 -5.489 0.028
C 2.176 1.129 -4.515 -0.103
C 0.969 0.934 -3.724 -0.236
N -0.115 1.660 -3.937 0.232
C -1.215 1.414 -3.284 -0.222
C -2.474 2.076 -3.626 -0.092
C -2.777 3.051 -4.553 0.026
C -4.108 3.456 -4.620 -0.037
C -5.082 2.890 -3.798 -0.040
C -4.765 1.898 -2.874 0.019
C -3.441 1.517 -2.807 -0.097
C -2.751 0.534 -1.974 -0.225
N -3.404 -0.217 -1.127 0.241
C -2.807 -1.186 -0.459 -0.237
N -1.495 -1.556 -0.490 0.049
C -1.387 -2.681 0.315 -0.244
N -0.345 -3.444 0.460 0.236
C 0.749 -3.238 -0.258 -0.244
N 1.038 -2.154 -1.043 0.052
C 2.236 -2.429 -1.660 -0.237
N 2.892 -1.695 -2.546 0.230
C 2.378 -0.623 -3.082 -0.234
N 1.129 -0.079 -2.835 0.046
C 3.066 0.144 -4.112 -0.098
C 4.322 0.028 -4.676 0.018
C 2.742 -3.716 -1.228 -0.105
C 3.890 -4.419 -1.558 0.016
C 4.069 -5.650 -0.945 -0.045
C 3.127 -6.162 -0.047 -0.045
C 1.972 -5.460 0.268 0.014
C 1.806 -4.224 -0.337 -0.105
C -2.670 -2.974 0.943 -0.101
C -3.062 -3.942 1.848 0.017
C -4.394 -3.921 2.248 -0.040
C -5.293 -2.978 1.747 -0.041
C -4.894 -2.019 0.824 0.020
C -3.566 -2.042 0.442 -0.108
N -1.409 0.527 -2.250 0.045
H 5.639 0.921 -6.109 0.114
H 4.073 2.667 -6.803 0.114
H 1.796 2.821 -5.787 0.125
H -2.015 3.484 -5.185 0.125
H -4.396 4.226 -5.322 0.115
H -6.105 3.232 -3.882 0.114
H -5.513 1.451 -2.234 0.122
H 5.010 -0.747 -4.367 0.121
H 4.609 -4.020 -2.260 0.121
H 4.954 -6.232 -1.166 0.113
H 3.304 -7.128 0.407 0.113
H 1.235 -5.854 0.954 0.120
H -2.363 -4.673 2.230 0.121
H -4.745 -4.652 2.965 0.113
H -6.320 -2.996 2.088 0.114
H -5.579 -1.280 0.431 0.125
C 4.478 0.039 -0.052 0.028
C 3.081 -0.334 0.303 -0.387
O 2.168 0.178 -0.451 -0.223
C 2.762 -1.125 1.390 0.017
C 1.471 -1.137 1.932 -0.280
C 1.278 -1.676 3.314 -0.006
N 0.435 -0.608 1.288 -0.087
N -0.676 -0.400 2.106 0.124
C -1.460 0.444 1.533 -0.398
O -1.148 0.923 0.339 -0.207
C -2.730 0.868 2.142 -0.153
C -3.216 0.213 3.272 -0.026
C -4.434 0.584 3.812 -0.069
C -5.169 1.611 3.230 -0.071
C -4.682 2.269 2.110 -0.063
C -3.464 1.898 1.561 -0.016
H 4.694 -0.287 -1.071 0.086
H 4.553 1.128 -0.036 0.100
H 5.199 -0.393 0.636 0.092
H 3.562 -1.549 1.977 0.123
H 2.171 -2.203 3.639 0.086
H 1.069 -0.860 4.006 0.100
H 0.414 -2.339 3.341 0.083
H -2.635 -0.588 3.712 0.115
H -4.813 0.076 4.689 0.108
H -6.120 1.903 3.657 0.108
H -5.248 3.077 1.667 0.108
H -3.071 2.408 0.692 0.118
F 2.878 2.650 -1.653 -0.208
As 1.648 3.529 -0.828 0.811
F 1.023 4.020 -2.346 -0.209
F 0.546 1.908 -1.171 -0.380
F 0.237 4.113 -0.063 -0.202
F 2.095 2.738 0.631 -0.208
F 2.594 4.905 -0.565 -0.181
```

Properties
HOMO level (alpha / beta) (hartree): -0.3596 / -0.3989
Multiplicity: 2
<S²>: 0.8021
Energy (eV): -143779.034
Energy above the lowest of the compared OMol25 structures with the same formula, charge and spin (kcal/mol): 0.0
Charge: +1
Kohn-Sham gap (alpha / beta) (eV): 5.0 / 5.3

---

Record 4
The following is a DFT calculation (the ωB97M-V functional and the def2-TZVPD basis) of a molecular structure, C30H40Cl3N5O6SSi2Ti in a non-equilibrium geometry.

Geometry as XYZ:
```
88
Properties=species:S:1:pos:R:3:lowdin_charge:R:1
Ti -0.894 0.520 -0.121 0.891
C -2.081 3.557 -1.754 -0.178
Si -2.142 3.563 0.110 0.357
C -1.499 5.286 0.518 -0.194
C -3.946 3.500 0.622 -0.172
N -1.245 2.231 0.769 -0.205
C -0.926 2.078 2.126 -0.310
C -1.325 2.936 3.154 -0.054
C -0.991 2.682 4.484 -0.130
C -0.269 1.547 4.811 -0.131
C 0.154 0.682 3.799 -0.063
C -0.121 0.945 2.460 -0.290
N 0.306 0.154 1.371 -0.157
Si 1.854 -0.599 1.170 0.403
C 1.719 -2.332 0.468 -0.173
C 2.995 0.296 -0.020 -0.187
C 2.874 -0.745 2.745 -0.192
H -2.413 4.537 -2.122 0.036
H -2.725 2.795 -2.197 0.023
H -1.061 3.395 -2.109 0.011
H -2.113 6.031 -0.009 0.026
H -0.465 5.384 0.177 -0.019
H -1.519 5.524 1.589 0.016
H -4.557 4.155 -0.015 0.025
H -4.081 3.816 1.665 0.021
H -4.323 2.474 0.532 0.029
H -1.915 3.815 2.908 0.075
H -1.313 3.369 5.260 0.086
H -0.032 1.327 5.846 0.084
H 0.702 -0.219 4.053 0.083
H 1.447 -2.285 -0.592 0.029
H 0.968 -2.948 0.972 0.018
H 2.688 -2.843 0.551 0.034
H 2.460 0.589 -0.924 0.003
H 3.823 -0.370 -0.311 0.033
H 3.416 1.204 0.426 0.004
H 2.493 -1.531 3.412 0.025
H 2.888 0.199 3.306 0.024
H 3.909 -1.002 2.477 0.026
O -0.238 -0.851 -3.090 -0.291
Cl -0.691 0.466 -2.766 0.723
O -0.650 1.320 -3.906 -0.274
O -2.026 0.453 -2.155 -0.345
O 0.202 1.032 -1.699 -0.445
Cl 1.013 -6.218 -1.091 0.708
C 0.250 -5.638 -2.536 -0.588
C 0.688 -6.107 -3.764 -0.115
C 0.094 -5.637 -4.919 -0.090
C -0.955 -4.738 -4.850 -0.106
C -1.395 -4.294 -3.614 -0.578
Cl -2.763 -3.243 -3.526 0.750
C -0.781 -4.703 -2.428 -0.318
N -1.148 -4.152 -1.189 0.070
C -2.101 -4.752 -0.365 -0.198
C -2.550 -6.052 -0.637 -0.034
C -3.469 -6.690 0.180 -0.101
C -3.985 -6.032 1.283 -0.112
C -3.557 -4.739 1.544 -0.056
C -2.621 -4.073 0.753 -0.124
C -2.167 -2.717 1.282 -0.012
C -1.945 -1.497 0.429 -0.573
O -2.549 -0.422 0.688 -0.014
O -1.014 -1.476 -0.445 -0.146
H 1.495 -6.828 -3.804 0.101
H 0.448 -5.981 -5.883 0.104
H -1.449 -4.388 -5.747 0.103
H -1.079 -3.140 -1.136 0.091
H -2.161 -6.564 -1.511 0.106
H -3.787 -7.699 -0.059 0.098
H -4.698 -6.515 1.939 0.092
H -3.955 -4.219 2.409 0.109
H -1.197 -2.849 1.776 0.137
H -2.880 -2.418 2.039 0.117
C 4.021 4.197 1.665 -0.065
N 4.035 4.244 0.218 -0.172
C 5.031 5.034 -0.488 -0.144
C 4.609 4.855 -1.943 -0.156
N 3.189 4.555 -1.790 0.011
C 2.907 4.075 -0.539 -0.799
S 1.467 3.430 -0.057 0.809
H 4.945 3.744 2.031 0.086
H 3.171 3.595 1.978 0.053
H 3.917 5.201 2.095 0.090
H 6.036 4.662 -0.296 0.117
H 4.984 6.085 -0.182 0.120
H 5.154 4.032 -2.410 0.114
H 4.764 5.755 -2.532 0.108
H 2.653 4.180 -2.553 0.129
```

Properties
HOMO level (alpha / beta) (hartree): -0.1412 / -0.1497
Multiplicity: 2
<S²>: 0.7529
Energy (eV): -138770.439
Energy above the lowest of the compared OMol25 structures with the same formula, charge and spin (kcal/mol): 97.3
Charge: -1
Kohn-Sham gap (alpha / beta) (eV): 6.2 / 6.4

---

Record 5
The following is a DFT calculation (the ωB97M-V functional and the def2-TZVPD basis) of 4 unconnected molecules or ions with the total composition C8H24O4 in a non-equilibrium geometry.

Geometry as XYZ:
```
36
Properties=species:S:1:pos:R:3:lowdin_charge:R:1
C -1.303 1.729 1.891 -0.069
C -1.922 0.510 2.519 -0.328
O -2.469 0.851 3.779 -0.013
H -2.060 2.445 1.568 0.089
H -0.641 1.361 1.107 0.057
H -0.671 2.204 2.641 0.086
H -1.215 -0.297 2.712 0.113
H -2.656 0.113 1.818 0.102
H -1.690 0.866 4.341 0.096
C 0.142 -2.282 -1.450 -0.036
C -0.413 -0.970 -0.980 -0.283
O -1.464 -1.238 -0.145 0.099
H 0.046 -3.140 -0.785 0.100
H 1.216 -2.137 -1.562 0.090
H -0.327 -2.559 -2.394 0.098
H -0.628 -0.369 -1.863 0.114
H 0.304 -0.343 -0.452 0.145
H -2.088 -0.514 -0.236 0.116
C -0.154 1.579 -4.807 -0.030
C -1.101 1.963 -3.661 -0.240
O -2.430 2.298 -4.054 0.060
H 0.696 1.065 -4.357 0.083
H 0.193 2.413 -5.417 0.092
H -0.605 0.881 -5.513 0.092
H -0.779 2.667 -2.894 0.132
H -1.360 1.049 -3.127 0.105
H -2.615 3.175 -3.710 0.116
C 2.300 -0.759 2.895 -0.100
C 3.177 -1.994 3.018 -0.320
O 4.271 -1.923 2.120 -0.062
H 1.825 -0.579 1.931 0.052
H 2.919 0.072 3.235 0.079
H 1.499 -0.739 3.633 0.063
H 2.567 -2.841 2.705 0.108
H 3.482 -2.051 4.063 0.118
H 3.954 -2.508 1.428 0.076
```

Properties
HOMO level (alpha / beta) (hartree): -0.4650 / -0.4642
Multiplicity: 2
<S²>: 0.7559
Energy (eV): -16862.693
Energy above the lowest of the compared OMol25 structures with the same formula, charge and spin (kcal/mol): 59.8
Charge: +1
Kohn-Sham gap (alpha / beta) (eV): 9.6 / 2.4

---

Record 6
The following is a DFT calculation (the ωB97M-V functional and the def2-TZVPD basis) of a molecular structure, C16H18CoN2O2S in a non-equilibrium geometry.

Geometry as XYZ:
```
40
Properties=species:S:1:pos:R:3:lowdin_charge:R:1
Co 10.657 8.958 5.347 0.779
C 11.663 11.419 7.118 -0.049
C 10.405 10.804 6.961 -0.167
C 9.474 11.808 6.613 -0.041
C 10.173 13.055 6.636 -0.041
C 11.502 12.803 7.014 -0.062
H 12.584 10.882 7.329 0.123
H 10.182 9.715 7.005 0.070
H 8.442 11.623 6.300 0.095
H 9.752 14.032 6.496 0.106
H 12.320 13.512 7.136 0.115
O 12.298 9.575 4.673 -0.182
C 13.514 9.153 5.058 -0.314
C 14.588 10.066 5.157 -0.022
C 15.886 9.615 5.361 -0.054
C 16.163 8.212 5.412 -0.074
C 15.108 7.323 5.511 -0.041
C 13.792 7.790 5.396 -0.106
C 12.672 6.943 5.736 -0.207
N 11.403 7.330 5.922 -0.012
C 10.664 6.198 6.303 -0.097
C 11.527 5.157 6.393 -0.079
N 12.789 5.589 6.052 0.133
H 14.387 11.132 5.014 0.121
H 16.698 10.320 5.563 0.112
H 17.178 7.830 5.524 0.106
H 15.265 6.250 5.726 0.113
H 9.583 6.203 6.437 0.104
H 11.337 4.177 6.795 0.119
H 13.674 5.138 6.223 0.149
C 6.314 9.088 6.430 -0.230
S 7.412 9.041 4.979 0.975
C 6.563 7.661 4.215 -0.237
O 8.774 8.374 5.427 -0.618
H 5.294 8.905 6.089 0.057
H 6.289 10.124 6.855 0.066
H 6.669 8.353 7.200 0.093
H 5.545 7.990 4.082 0.057
H 6.582 6.736 4.820 0.093
H 7.002 7.472 3.270 0.049
```

Properties
HOMO level (alpha / beta) (hartree): -0.3813 / -0.3858
Multiplicity: 5
<S²>: 6.0264
Energy (eV): -72413.249
Energy above the lowest of the compared OMol25 structures with the same formula, charge and spin (kcal/mol): 0.0
Charge: +1
Kohn-Sham gap (alpha / beta) (eV): 8.0 / 5.7